Record 1
# C24H18F5O2Rh

C24H18F5O2Rh as an isolated structure at a distorted geometry (ωB97M-V/def2-TZVPD, the Open Molecules 2025 dataset).

**LUMO (spin up / spin down)**: -0.2 / -3.0 eV
**Spin multiplicity**: 5
**Net charge**: 0
**Gap between HOMO and LUMO (spin up / spin down)**: 5.2 / 5.2 eV
**HOMO level (spin up / spin down)**: -0.1975 / -0.3020 Ha

Structure (XYZ):
```
50
Properties=species:S:1:pos:R:3:lowdin_charge:R:1
C 0.88365 -1.75602 2.17220 -0.218
C -0.45251 -1.89794 1.66268 -0.202
C -0.37583 -1.95373 0.22600 -0.174
H -1.34262 -1.98133 2.27925 0.083
C 1.00109 -1.82102 -0.15742 -0.188
C 1.78611 -1.67488 1.04612 -0.218
H 2.87080 -1.60365 1.08702 0.099
H 1.14805 -1.75572 3.22741 0.097
H -1.19792 -2.11520 -0.45782 0.084
H 1.38563 -1.87916 -1.17289 0.092
C -0.58530 2.14177 0.71562 -0.169
C -0.26423 2.00849 2.09877 -0.193
C 1.13415 1.72484 2.21924 -0.227
H -0.93124 2.13874 2.95180 0.081
C 1.71124 1.76952 0.88446 -0.241
C 0.63807 2.05389 -0.03585 -0.190
H 0.74512 2.23550 -1.10740 0.097
H -1.56587 2.32473 0.28533 0.094
H 1.67035 1.56751 3.15962 0.102
H 2.77292 1.69552 0.64711 0.100
Rh 0.48317 0.05989 1.01470 1.095
O 0.14141 -0.08924 -3.11396 -0.084
C -1.06011 -0.76328 -3.60704 -0.069
C 0.25134 -0.86063 -4.35912 -0.228
H -1.35535 -1.62554 -3.00178 0.100
H -1.82408 -0.11676 -4.05189 0.115
H 0.78450 -1.80880 -4.26511 0.141
H 1.22600 -1.83309 -6.69119 0.107
C 0.94660 -0.78911 -6.77716 -0.039
C 0.44488 -0.13315 -5.62873 -0.181
C 0.05834 1.21321 -5.74155 -0.033
H -0.33906 1.73699 -4.87366 0.115
C 0.20853 1.89384 -6.94840 -0.081
H -0.06567 2.95073 -7.01430 0.104
C 0.70477 1.23217 -8.08268 -0.090
H 0.80547 1.76442 -9.03127 0.101
C 1.06132 -0.12146 -7.99213 -0.090
H 1.42545 -0.65171 -8.87592 0.104
F -1.69520 -0.46381 9.10612 0.142
C -1.40772 -0.38365 7.79420 -0.091
C -1.05050 0.84810 7.24790 -0.116
F -0.96896 1.94995 8.03525 0.121
C -0.84754 0.95591 5.89845 -0.082
F -0.42982 2.12929 5.36656 0.128
C -1.15083 -0.13539 5.01141 -0.244
O -1.31846 0.03119 3.77881 0.096
C -1.32048 -1.42678 5.64988 -0.081
F -1.38207 -2.53342 4.87175 0.126
C -1.50639 -1.53181 7.00000 -0.118
F -1.85123 -2.71989 7.54966 0.123
```

***

Record 2
# C24H18HfN3SbSe4

C24H18HfN3SbSe4 as an isolated structure at a distorted geometry (ωB97M-V/def2-TZVPD, the Open Molecules 2025 dataset).

**LUMO**: -2.0 eV
**Spin multiplicity**: 1
**Net charge**: 0
**Gap between HOMO and LUMO**: 5.2 eV
**Relative energy (zero: lowest compared OMol25 entry of this formula, charge and spin)**: 405.3 kJ/mol
**HOMO level**: -0.2628 Ha

Structure (XYZ):
```
51
Properties=species:S:1:pos:R:3:lowdin_charge:R:1
Hf 0.93485 -0.11793 -0.81736 0.703
N 1.75995 2.30770 -1.29850 -0.065
C 1.27702 3.56402 -0.77386 -0.222
C 2.15162 4.64368 -0.80878 -0.021
C 1.72280 5.90990 -0.46697 -0.079
C 0.38778 6.10489 -0.15286 -0.086
C -0.46757 5.02709 -0.06349 -0.045
C -0.03505 3.71622 -0.29494 -0.128
C -0.89299 2.57350 0.05751 -0.185
C -1.85886 2.81102 1.14397 -0.023
C -2.67411 1.89914 1.67576 -0.039
C -2.73497 0.49271 1.17769 -0.182
C -1.58423 0.27273 0.17165 -0.280
C -0.75826 1.33382 -0.49593 -0.152
H 2.79102 2.38612 -1.27079 -0.042
H 1.52665 2.32545 -2.30365 0.055
H 3.17147 4.47337 -1.12892 0.114
H 2.41199 6.73920 -0.49060 0.103
H 0.01386 7.09745 0.04170 0.101
H -1.50683 5.21042 0.17019 0.108
H -1.85569 3.79719 1.57845 0.099
H -3.33312 2.15004 2.49440 0.110
H -3.74578 0.22886 0.85260 0.150
H -1.85151 -0.56030 -0.49981 0.106
Se 1.50630 -0.15981 -3.53028 -0.022
Sb 3.76698 -0.58165 -2.02981 0.220
Se 3.05757 -0.09788 0.50714 0.007
Se -0.24981 -1.49206 -2.75145 0.078
Se 4.88711 1.46533 -2.58676 -0.189
C 1.84577 -5.18149 -1.42756 -0.022
C 2.14483 -3.82534 -1.35154 -0.145
N 1.40315 -2.94858 -0.68581 0.014
C 0.35383 -3.44027 0.00602 -0.193
C -0.04289 -4.78711 -0.02252 -0.136
C 0.72664 -5.66775 -0.78519 0.009
C -1.21297 -5.18345 0.71824 -0.015
C -1.98051 -4.29367 1.37362 -0.023
C -1.66461 -2.88641 1.41222 -0.122
C -2.42770 -1.95757 2.04184 0.083
C -2.04328 -0.51932 2.13681 -0.156
C -0.73397 -0.26416 1.36069 -0.284
N 0.09588 -1.30128 0.88517 -0.029
C -0.41100 -2.49216 0.77758 -0.147
H 2.47976 -5.83121 -2.00667 0.112
H 3.02654 -3.44395 -1.87087 0.061
H 0.45018 -6.70771 -0.86402 0.120
H -1.46684 -6.23531 0.71985 0.118
H -2.86745 -4.60827 1.90279 0.117
H -3.32082 -2.26228 2.57001 0.129
H -2.05351 -0.20997 3.19017 0.154
H -0.11920 0.52708 1.81288 0.161
```

***

Record 3
# C24H18N4O2Rb

C24H18N4O2Rb as an isolated structure (ωB97M-V/def2-TZVPD, the Open Molecules 2025 dataset).

**LUMO**: 2.3 eV
**Spin multiplicity**: 1
**Net charge**: -1
**Gap between HOMO and LUMO**: 6.0 eV
**Relative energy (zero: lowest compared OMol25 entry of this formula, charge and spin)**: 23.5 kJ/mol
**HOMO level**: -0.1374 Ha

Structure (XYZ):
```
49
Properties=species:S:1:pos:R:3:lowdin_charge:R:1
Rb 0.35353 -0.02449 -1.28617 1.030
O -1.04121 4.69174 -0.94817 0.037
C -0.85191 3.48358 -0.99565 -0.465
N 0.31213 2.77790 -1.05134 0.029
C 1.47896 3.48443 -1.02465 -0.462
O 1.66848 4.69265 -0.98350 0.038
C 2.76568 2.62660 -1.03551 -0.192
C 3.98246 3.30449 -1.00128 -0.013
C 5.15926 2.57877 -0.97992 -0.073
C 5.09787 1.19267 -0.98832 -0.075
C 3.84970 0.59958 -1.02407 -0.144
N 2.70796 1.29322 -1.05705 -0.017
C -2.13893 2.62604 -0.98975 -0.189
C -3.35104 3.31233 -0.98475 -0.014
C -4.53468 2.59921 -0.97641 -0.072
C -4.48284 1.21368 -0.97204 -0.070
C -3.23942 0.60895 -0.97346 -0.133
N -2.08661 1.29011 -0.97967 0.012
H 3.95940 4.38412 -0.98552 0.109
H 6.11629 3.08645 -0.95026 0.100
H 5.99105 0.58183 -0.96118 0.097
H 3.75102 -0.48239 -1.02015 0.110
H -3.31756 4.39185 -0.98631 0.109
H -5.48725 3.11603 -0.97273 0.101
H -5.38034 0.60836 -0.96457 0.098
H -3.15287 -0.47061 -0.96698 0.079
N 0.39877 -0.23172 1.67398 0.073
C 0.38475 -1.46713 2.34131 -0.261
C 0.85765 -1.53238 3.65162 -0.053
C 0.88247 -2.73310 4.34458 -0.119
C 0.42417 -3.89099 3.73350 -0.115
C -0.03768 -3.82128 2.42271 -0.041
C -0.05901 -2.63335 1.69903 -0.154
C -0.53571 -2.65900 0.26644 -0.330
C -1.91900 -2.73816 0.05536 -0.084
C -2.42674 -2.89264 -1.23264 -0.152
C -1.53017 -2.99500 -2.29300 -0.142
C -0.15788 -2.92044 -2.04653 -0.277
C 0.42513 -2.73043 -0.77305 -0.197
H 0.46736 0.57495 2.27288 0.090
H -0.31628 -0.11455 0.98110 -0.008
H 1.20459 -0.62219 4.13057 0.102
H 1.25536 -2.75757 5.36246 0.090
H 0.43633 -4.83690 4.26139 0.087
H -0.37432 -4.72143 1.91929 0.114
H -2.60234 -2.68232 0.90016 0.108
H -3.49623 -2.95245 -1.40034 0.089
H -1.90471 -3.15763 -3.30009 0.086
H 0.49432 -3.05140 -2.91134 0.064
```

***

Record 4
# C24H18N8O2S2V

C24H18N8O2S2V as an isolated structure (ωB97M-V/def2-TZVPD, the Open Molecules 2025 dataset).

**LUMO (spin up / spin down)**: -0.1 / -0.3 eV
**Spin multiplicity**: 4
**Net charge**: 0
**Gap between HOMO and LUMO (spin up / spin down)**: 6.9 / 6.9 eV
**Relative energy (zero: lowest compared OMol25 entry of this formula, charge and spin)**: 196.8 kJ/mol
**HOMO level (spin up / spin down)**: -0.2560 / -0.2642 Ha

Structure (XYZ):
```
55
Properties=species:S:1:pos:R:3:lowdin_charge:R:1
V 0.04833 -0.17667 -0.39951 1.000
O 2.13112 -1.31932 -3.75654 0.061
C 1.44551 -1.18815 -2.75847 -0.432
N 1.54087 -0.22921 -1.78655 -0.006
C 2.69162 0.54359 -1.56055 -0.211
C 3.85627 0.53370 -2.31870 -0.017
C 4.94268 1.30168 -1.90888 -0.099
C 4.87364 2.07242 -0.76309 -0.103
C 3.70705 2.10215 -0.00136 -0.024
C 2.61570 1.34627 -0.40328 -0.200
N 1.33843 1.29012 0.23187 -0.002
C 0.98921 2.17388 1.18802 -0.468
O 1.66259 2.98485 1.80759 0.053
C -0.50871 2.15002 1.42883 -0.176
C -1.11436 3.07329 2.26401 0.014
C -2.49160 3.03628 2.39231 -0.040
C -3.21082 2.07763 1.69140 -0.041
C -2.52461 1.18252 0.89224 -0.108
N -1.19700 1.22143 0.76248 0.022
C 0.28329 -2.13200 -2.44245 -0.222
C -0.30137 -2.86808 -3.41632 -0.023
C -1.53687 -3.61535 -3.29611 -0.094
C -2.51509 -3.39566 -2.40441 -0.098
C -2.45065 -2.28573 -1.38530 -0.170
N -0.01322 -2.02493 -1.11613 -0.038
H 3.90387 -0.07189 -3.20912 0.095
H 5.85072 1.28524 -2.49885 0.097
H 5.72722 2.65934 -0.44870 0.095
H 3.64713 2.70313 0.89014 0.093
H -0.48665 3.79037 2.77346 0.122
H -3.00320 3.74664 3.02904 0.112
H -4.28771 2.01453 1.75903 0.109
H -3.03746 0.40401 0.34267 0.109
H 0.21121 -2.86546 -4.37079 0.106
H -1.69468 -4.40701 -4.02268 0.103
H -3.37378 -4.05556 -2.38040 0.104
H -3.33366 -2.33406 -0.74312 0.148
N -0.81399 2.18843 -2.49663 0.130
C -1.63712 1.10863 -2.57193 -0.673
N -1.48728 0.05417 -1.81028 -0.007
C -2.45175 -0.92294 -2.07176 -0.307
C -3.35705 -0.54850 -2.99540 -0.335
S -2.98390 1.01466 -3.63173 1.086
C -1.20104 -2.51404 -0.47635 -0.532
C -1.12728 -3.93692 0.01246 -0.298
S -0.81948 -4.02564 1.69536 1.036
C -0.96059 -2.27713 1.80955 -0.678
N -1.21248 -1.63953 0.72576 0.030
N -0.82041 -1.68728 3.01569 0.127
H 0.09878 2.00605 -2.09339 0.088
H -0.79735 2.81492 -3.28387 0.101
H -4.16915 -1.13272 -3.39317 0.085
H -0.94018 -4.78172 -0.62846 0.076
H -0.41762 -2.20224 3.77833 0.099
H -0.73119 -0.68433 3.04397 0.104
```

***

What is the spin multiplicity in the second record? 1